C3H5FN2S | the ωB97M-V functional and the def2-TZVPD basis

## Properties
SMILES	C=C(F)C(=S)NN
Kohn-Sham gap	8.2911	eV
LUMO energy	-0.0132	Ha

The geometry in ORCA input format:
```
! wB97M-V def2-TZVPD RIJCOSX def2/J DEFGRID3
* xyz 0 1
C -2.1222 -0.1777 -0.5566
C -0.9836 -0.4024 0.1215
F -0.9536 -1.2202 1.2408
C 0.3753 0.0417 -0.2664
S 0.6838 0.3752 -1.8577
N 1.2588 0.1998 0.7298
N 1.0294 0.7562 2.0271
H -3.0428 -0.6046 -0.1828
H -2.2022 0.3349 -1.5373
H 2.2037 0.4214 0.4398
H 0.8674 -0.0025 2.6932
H 0.1815 1.3686 2.0529
*
```